Below is 10 unconnected molecules or ions with the total composition C92H206F9N4O10P3, with properties calculated with ωB97M-V with the def2-TZVPD basis set.

The geometry in XYZ format:
```
324
Properties=species:S:1:pos:R:3:forces:R:3:mulliken_charge:R:1
C 4.39378 3.35104 3.92465 -0.752 0.594 -2.043 -1.16
C 4.61726 4.64244 3.09775 2.436 -1.418 0.706 -0.56
N 3.93678 5.86945 3.47355 -0.641 0.181 2.640 0.84
C 4.26917 6.11895 4.92821 0.206 1.605 -0.973 -1.01
C 4.40116 6.96550 2.60398 1.191 0.260 -0.606 -0.17
C 5.97041 6.98915 2.37166 -2.158 -0.543 -0.260 -1.47
C 2.46794 5.66025 3.32023 -0.653 -0.416 -0.118 0.58
C 1.53461 6.81930 3.55833 1.684 0.187 1.790 -0.66
O 1.40868 6.87884 4.97479 0.307 0.112 0.303 -0.30
C 0.66055 7.96056 5.50042 0.310 0.604 0.151 -0.77
H 3.40970 2.99522 3.60410 -0.034 -0.306 0.696 -0.01
H 4.55575 3.41861 4.98405 -0.078 -0.018 0.313 0.44
H 5.10736 2.65625 3.48038 0.083 -0.090 0.265 0.40
H 4.47362 4.41402 2.04949 -0.428 0.099 -0.272 0.23
H 5.67118 4.91418 3.24307 -0.220 -0.362 -0.227 0.76
H 5.30421 6.42306 5.01441 0.266 -0.360 0.009 0.32
H 4.03164 5.24688 5.45833 -0.164 -0.963 0.825 0.40
H 3.67373 6.93719 5.29572 -0.339 0.169 -0.022 0.32
H 4.04182 7.89721 3.02450 0.008 0.120 0.064 0.67
H 3.87365 6.74889 1.67296 0.227 0.401 -0.206 -0.15
H 6.52134 6.86378 3.31072 0.080 0.184 -0.494 0.27
H 6.18066 7.91946 1.86748 0.310 0.360 0.151 0.46
H 6.13968 6.18689 1.64199 0.584 0.228 0.418 0.40
H 2.09718 4.85834 3.98771 0.731 0.290 -0.472 -0.64
H 2.46086 5.34929 2.30305 -0.877 -0.625 -0.982 0.25
H 0.57469 6.57206 3.20940 -1.224 -0.154 -1.343 -0.20
H 1.95428 7.74819 3.16648 -0.484 0.162 -0.186 0.81
H 0.49724 8.73553 4.74604 -0.079 -0.033 0.054 0.45
H 1.21259 8.41464 6.33550 -0.041 -0.146 -0.262 0.27
H -0.28951 7.62636 5.90110 -0.329 -0.164 -0.098 0.07
C 1.97349 2.50518 -3.52586 1.366 2.019 -0.144 0.15
C 1.11377 3.41221 -2.72357 -3.225 -0.628 0.493 0.48
N 1.36511 4.85433 -2.59147 0.290 1.116 -0.705 0.94
C 1.44418 5.46416 -3.97027 1.637 -1.033 0.147 -1.00
C 0.23242 5.52762 -1.82126 1.952 -1.304 0.241 0.18
C -1.12767 5.25461 -2.29382 -1.627 -0.242 0.011 -1.23
C 2.64768 5.06344 -1.82262 -1.075 0.796 1.027 0.34
C 2.96272 6.51011 -1.45902 0.756 0.444 0.478 -1.26
O 2.34260 6.91734 -0.21177 0.699 -0.579 -0.805 0.17
C 2.44420 8.31291 0.08499 -1.538 -0.490 -0.546 -0.94
H 1.54161 1.55156 -3.36202 -0.075 -1.136 -0.230 0.01
H 3.00276 2.57618 -3.18637 0.141 -0.552 0.105 -0.98
H 1.94027 2.85304 -4.55660 0.015 -0.620 -0.293 0.62
H 0.98134 3.03728 -1.68122 -0.007 0.097 -0.701 -0.45
H 0.13273 3.40623 -3.30547 0.857 -0.261 1.225 0.09
H 2.44451 5.14166 -4.33464 -0.715 0.421 -0.162 0.39
H 1.41078 6.54254 -3.93571 -0.199 0.155 0.040 0.46
H 0.69095 5.02210 -4.61666 -0.164 0.212 0.107 0.24
H 0.51989 6.55302 -1.88670 -0.290 0.846 0.149 0.34
H 0.42268 5.18605 -0.80586 -0.356 0.047 0.212 0.05
H -1.48320 4.21860 -2.29858 0.590 -0.007 0.046 -0.05
H -1.36599 5.67711 -3.27613 -0.052 0.209 0.361 0.42
H -1.72676 5.68053 -1.48434 -0.435 0.449 -0.492 0.42
H 3.41517 4.64923 -2.44222 0.603 -0.275 -0.096 0.24
H 2.52858 4.54609 -0.85487 0.191 -0.506 -0.384 -0.40
H 2.64268 7.22090 -2.23892 0.465 -0.109 0.119 0.39
H 4.08375 6.51164 -1.33163 -0.952 0.418 -0.265 0.31
H 3.37581 8.64953 0.50474 0.481 -0.112 0.252 0.28
H 1.58143 8.46427 0.72394 0.260 0.305 0.690 0.17
H 2.19425 8.92841 -0.76929 0.283 0.105 -0.592 0.52
C -0.14723 -1.72718 8.12634 -0.987 0.234 -0.116 -1.41
C 0.14183 -2.95369 7.35949 1.224 -0.819 -0.593 0.05
N 1.64282 -3.30524 7.31018 -0.727 -0.385 0.341 0.37
C 1.72464 -4.38058 6.28465 0.342 0.290 -1.108 -1.38
C 2.56728 -2.11700 7.08601 -1.058 -1.636 -1.522 -0.78
C 2.37337 -1.47243 5.71746 0.499 -0.099 0.724 -1.33
C 1.97432 -3.87903 8.65070 2.010 0.958 0.711 -0.55
C 3.52809 -3.87246 8.97944 -1.435 -0.917 0.600 -0.93
O 4.31268 -4.29592 7.91249 -0.094 0.021 -0.697 -0.31
C 5.22248 -5.38109 8.05006 -0.527 -0.241 -0.410 -0.83
H 0.14691 -1.80121 9.14774 -0.064 -0.028 0.892 0.39
H -1.21595 -1.54455 8.04849 -0.171 -0.091 0.325 0.47
H 0.30366 -0.84827 7.73594 0.531 0.756 -0.585 0.27
H -0.20131 -2.97162 6.32404 -0.201 0.233 0.022 0.25
H -0.20595 -3.85344 7.84802 -0.811 -0.027 0.042 0.44
H 2.78151 -4.48075 6.00735 -0.447 -0.476 0.160 0.24
H 1.10316 -4.11029 5.41728 0.319 0.173 0.052 0.72
H 1.24698 -5.27678 6.67319 0.434 -0.107 0.167 0.36
H 3.55710 -2.54852 7.14650 0.162 0.342 0.113 0.56
H 2.29629 -1.51199 7.91463 0.380 1.023 0.545 0.62
H 3.17665 -0.74519 5.70476 -0.032 0.571 -0.286 0.49
H 1.40481 -0.98771 5.62015 0.015 -0.060 -0.277 0.27
H 2.59817 -2.16006 4.89620 -0.421 0.003 0.177 0.24
H 1.54619 -4.83417 8.80298 -0.348 -1.180 -0.553 0.49
H 1.48753 -3.27696 9.40879 0.128 0.398 0.122 0.43
H 3.63440 -4.53737 9.84979 0.078 0.248 -0.107 0.60
H 3.78029 -2.86466 9.27863 0.364 0.249 0.154 0.29
H 4.86400 -6.16849 8.69450 -0.236 -0.063 0.539 0.39
H 6.18581 -5.03946 8.34476 0.769 0.329 0.541 0.30
H 5.33307 -5.84079 7.07721 -0.067 0.063 -0.362 0.26
C 4.81917 -0.46770 2.11501 -1.113 -0.996 0.907 0.08
C 5.89582 -0.42942 1.10081 1.466 -0.936 -0.326 -1.07
N 5.84091 0.50552 -0.04957 0.935 0.088 0.930 1.26
C 5.45866 1.82251 0.41464 0.757 2.413 0.595 -0.98
C 7.24229 0.63524 -0.67113 -0.780 -0.909 0.142 -0.57
C 7.93556 -0.65344 -1.16963 -0.329 1.146 0.179 -1.37
C 4.79161 0.16482 -0.99156 -1.066 -2.073 -0.200 0.14
C 4.99670 0.54038 -2.40263 -0.185 -0.326 -0.253 -0.64
O 5.20738 1.93489 -2.47177 0.514 -0.883 -0.608 -0.14
C 5.58400 2.32144 -3.76902 -0.555 2.118 -0.801 -1.04
H 5.23406 -1.15788 2.89293 -0.451 0.766 -0.313 0.54
H 3.83717 -0.92539 1.84590 0.766 0.440 -0.265 -0.31
H 4.64265 0.52347 2.52977 -0.044 -0.145 0.279 -0.42
H 6.16221 -1.40388 0.71164 -0.564 -0.406 -0.399 0.62
H 6.82502 -0.21048 1.60537 0.291 0.667 0.340 0.50
H 6.08192 2.16716 1.24538 0.280 -0.243 -0.160 0.43
H 4.44301 1.88161 0.74995 -0.656 -0.131 0.017 -0.09
H 5.56065 2.52394 -0.42595 -0.086 -0.257 0.435 0.35
H 7.83042 1.08107 0.10213 0.397 0.370 0.465 0.61
H 6.99102 1.38410 -1.38897 0.749 0.261 -0.930 0.38
H 7.24306 -1.32917 -1.67214 0.238 -0.020 -0.096 0.40
H 8.43094 -1.15718 -0.33921 -0.093 -0.104 -0.143 0.37
H 8.71515 -0.28791 -1.85901 -0.308 -0.470 0.129 0.39
H 3.86206 0.61989 -0.62601 0.010 -0.546 -0.022 -0.61
H 4.76877 -0.93717 -1.03230 -0.582 0.285 0.290 0.52
H 4.03178 0.22953 -2.84518 0.421 0.260 -0.487 -0.06
H 5.80554 -0.10510 -2.82178 -0.342 0.941 -0.209 0.48
H 4.75176 2.21669 -4.45566 -0.163 -0.768 -0.374 0.32
H 6.50278 1.92639 -4.21526 -0.100 -0.348 0.545 0.41
H 5.65032 3.41923 -3.74145 0.535 -0.211 0.165 0.29
C 2.60516 -5.88216 -6.36993 -0.144 0.477 0.025 -0.80
C 2.71234 -7.12885 -5.51220 0.887 0.386 -0.554 -1.02
C 1.68399 -7.31211 -4.42303 0.106 -0.931 -0.663 0.02
C 0.29813 -7.37508 -5.00440 -0.772 -0.369 -0.550 -0.84
P -1.02254 -7.21487 -3.81692 0.109 -0.634 0.092 1.72
C -0.70804 -5.70544 -2.93885 -0.852 0.875 -0.301 -0.20
C -1.67925 -5.34244 -1.80084 -0.592 -0.907 -0.224 -0.54
C -1.55229 -3.90380 -1.31472 1.892 -0.748 0.397 3.21
C -2.65902 -3.43036 -0.34932 1.154 -0.320 -0.118 -1.54
C -2.47667 -7.25332 -4.84990 -0.674 0.894 -1.067 -1.29
C -3.85482 -7.56440 -4.27757 -0.867 -0.543 0.944 0.58
C -4.59000 -8.59539 -5.12463 -0.447 -0.144 0.143 -1.00
C -4.04220 -10.02600 -5.13707 -0.785 0.048 0.060 -1.20
C -0.97466 -8.49198 -2.50020 -1.154 1.509 -0.927 -0.97
C -0.45966 -9.80821 -2.93643 0.570 -1.459 0.102 -0.28
C -0.16053 -10.74698 -1.75092 1.136 -0.588 0.291 -0.89
C 1.23767 -10.46776 -1.14933 -0.014 0.911 0.238 -1.06
H 1.61184 -5.79761 -6.78287 -0.251 -0.147 -0.562 0.19
H 3.34729 -5.94105 -7.16934 -0.165 0.153 0.007 0.43
H 2.70588 -4.91803 -5.86485 0.379 -0.136 0.402 0.09
H 3.69340 -7.17472 -5.06818 0.511 0.096 0.354 0.44
H 2.75588 -7.92786 -6.25378 -0.532 -0.518 0.339 0.34
H 1.71364 -6.50969 -3.71623 0.431 0.609 0.392 0.13
H 1.92615 -8.23738 -3.89710 -0.048 0.049 0.213 0.25
H 0.08057 -8.31988 -5.55062 0.349 0.509 0.159 0.75
H 0.12314 -6.50786 -5.68154 -0.025 -0.421 0.258 -0.09
H -0.68890 -4.95890 -3.74497 0.134 0.142 0.100 -1.42
H 0.30376 -5.86662 -2.59066 0.299 0.310 0.347 0.67
H -1.49616 -6.07412 -0.99324 -0.260 0.521 0.035 0.25
H -2.71659 -5.51134 -2.12444 0.080 -0.080 -0.103 0.45
H -1.44533 -3.27555 -2.21605 -0.238 0.087 0.356 -0.92
H -0.50533 -3.94440 -0.84667 -1.453 0.742 -0.219 -1.35
H -3.11283 -4.22734 0.24392 0.358 0.034 -0.093 0.52
H -3.43924 -2.97056 -0.90894 -0.823 0.428 -0.546 0.45
H -2.23955 -2.68556 0.32390 -0.077 -0.009 0.213 -0.06
H -2.28330 -7.96133 -5.67263 0.282 -0.094 0.465 0.96
H -2.48858 -6.29375 -5.42990 0.214 -0.400 0.654 0.48
H -4.57014 -6.72583 -4.28447 0.825 0.259 0.217 -0.48
H -3.84898 -7.94983 -3.21968 0.247 0.415 -0.831 0.36
H -4.66598 -8.20139 -6.14012 0.158 -0.109 -0.180 0.35
H -5.62957 -8.56875 -4.76433 0.210 -0.408 -0.053 0.49
H -3.07906 -10.12544 -5.62121 0.164 0.042 -0.341 0.35
H -4.78422 -10.65607 -5.64555 0.444 0.026 -0.080 0.42
H -3.92942 -10.46126 -4.14536 -0.074 0.206 0.281 0.27
H -1.99246 -8.50971 -2.08847 0.175 -0.259 0.062 0.73
H -0.37316 -7.98046 -1.77642 0.615 -0.063 0.740 0.37
H 0.47837 -9.68220 -3.52377 -0.582 -0.189 0.400 0.15
H -1.17166 -10.30776 -3.59363 -0.116 0.110 -0.124 0.12
H -0.07727 -11.75566 -2.10996 -0.036 -0.575 -0.651 0.40
H -0.94292 -10.89281 -0.99162 0.035 0.912 -0.164 0.40
H 2.03349 -10.66691 -1.88175 -0.317 0.066 0.057 0.29
H 1.50134 -11.03020 -0.25420 -0.362 -0.305 -0.074 0.39
H 1.34485 -9.41406 -0.83015 -0.064 -0.225 -0.234 0.19
C 1.13018 3.38620 6.35486 0.486 -0.079 -0.033 -0.74
C 0.22127 4.40682 6.98624 -0.023 1.602 0.222 -0.84
C -1.02071 4.79149 6.19472 -0.484 -1.242 -0.092 0.43
C -1.98347 3.57846 6.02205 1.369 -0.520 -0.812 -0.73
P -3.46253 3.76472 5.04749 -0.137 1.013 -0.734 1.05
C -4.19188 2.13944 4.76418 -0.779 0.556 0.392 -1.19
C -3.22887 1.18925 4.05578 -0.195 1.055 -0.011 0.66
C -3.96349 0.05914 3.40879 0.139 -0.286 -1.156 -1.30
C -3.05368 -0.98457 2.77713 0.316 -0.158 -0.669 -0.53
C -4.71901 4.82773 5.81080 -1.331 -0.520 -0.292 -1.22
C -4.27329 6.17723 6.37094 0.726 0.184 -1.194 -0.02
C -5.40947 7.15120 6.65937 -0.472 0.532 0.524 -0.69
C -6.35880 6.70086 7.81012 0.012 0.071 0.218 -1.26
C -2.90921 4.45595 3.41394 -0.115 0.798 0.607 -0.15
C -2.69769 5.98232 3.21499 -0.168 -0.536 -0.842 -0.58
C -2.18187 6.21762 1.75410 -0.100 -0.542 1.429 0.48
C -1.97285 7.70488 1.49885 -0.464 -0.409 -0.263 -1.51
H 0.68352 2.40082 6.40003 0.099 -0.401 0.212 0.39
H 2.09077 3.40126 6.88140 -0.173 -0.344 0.019 0.43
H 1.36206 3.52970 5.30149 -0.185 0.377 -0.097 -0.15
H 0.73083 5.39473 7.11502 0.025 -0.910 0.086 0.26
H -0.06720 4.06779 7.98589 0.038 0.069 -0.038 0.52
H -0.70116 5.16757 5.22467 -0.051 -0.104 -0.245 -0.62
H -1.53207 5.58851 6.68004 -0.359 0.707 0.511 0.55
H -2.25451 3.05846 6.94954 0.214 0.249 0.021 0.71
H -1.38175 2.86697 5.38891 -0.640 0.162 0.646 -0.14
H -5.12822 2.33812 4.17860 0.676 -0.285 0.423 0.46
H -4.48754 1.78251 5.77275 -0.043 0.013 -0.553 0.54
H -2.52651 0.83982 4.80024 0.412 -0.277 0.019 0.41
H -2.70217 1.79352 3.31871 0.402 -0.297 -0.205 -0.51
H -4.61898 0.42835 2.61572 -0.032 0.338 -0.021 0.47
H -4.63899 -0.30735 4.13700 -0.627 -0.995 0.814 0.56
H -3.57941 -1.84331 2.32216 0.026 0.437 0.403 0.57
H -2.29676 -1.39127 3.44154 -0.032 -0.181 0.282 0.37
H -2.48983 -0.51325 1.95017 -0.166 -0.066 0.247 -0.47
H -5.29328 4.25640 6.56811 0.584 -0.001 -0.177 0.60
H -5.48824 4.92996 5.01300 0.419 0.234 0.149 0.54
H -3.57047 6.60870 5.60782 -0.488 -0.053 0.878 -0.05
H -3.71230 5.95286 7.26701 0.278 0.245 0.384 0.39
H -5.96113 7.38041 5.72049 0.044 -0.471 0.554 0.32
H -5.01032 8.14583 6.93612 0.166 -0.566 -0.029 0.38
H -5.88656 6.55216 8.82784 -0.147 0.241 -1.302 0.30
H -6.91360 5.79283 7.57174 0.197 -0.216 -0.082 0.33
H -7.15338 7.43944 7.94105 0.221 0.115 0.045 0.42
H -3.59702 4.16078 2.64096 -0.663 -0.400 -0.162 1.32
H -1.98456 3.97589 3.14072 0.523 -0.458 0.167 -1.19
H -1.93657 6.39271 3.87875 -0.149 -0.012 0.217 -0.05
H -3.64086 6.51304 3.37058 0.125 0.076 0.035 0.63
H -2.79733 5.64076 1.04332 -0.091 0.681 0.036 0.66
H -1.22269 5.71769 1.71439 0.483 -0.228 -0.062 -0.73
H -2.95654 8.16363 1.25747 0.944 0.117 -0.008 0.47
H -1.21723 7.79545 0.70853 -0.495 0.458 -0.122 0.27
H -1.54381 8.16873 2.40003 -0.260 0.000 -0.250 0.30
C -3.39450 1.84028 -0.42149 -0.894 -0.684 -0.494 -0.73
C -3.65913 0.35264 -0.85361 0.404 0.551 -0.024 -0.19
C -3.33372 0.08162 -2.34537 0.773 0.198 0.920 1.77
C -4.28155 0.67105 -3.41954 0.643 -0.384 2.009 -1.41
P -3.82357 0.26617 -5.06959 0.166 -0.450 -0.513 0.25
C -2.24438 1.07418 -5.22720 -0.788 1.162 -1.472 -0.66
C -1.54719 0.91224 -6.55420 0.658 -0.786 -0.349 0.60
C -0.31385 1.83901 -6.66579 -0.289 -0.371 -0.984 0.39
C -0.04373 2.22822 -8.16162 -0.083 -0.396 0.586 -1.48
C -3.67157 -1.50813 -5.29216 0.140 -0.237 1.277 1.49
C -5.01256 -2.27689 -5.14710 -0.002 1.217 -0.892 -1.40
C -4.95875 -3.38314 -4.15696 -0.528 -0.564 0.789 0.77
C -6.22554 -4.26260 -4.05163 0.439 0.541 -0.025 -1.76
C -5.04865 1.02399 -6.15824 -0.159 0.315 -0.643 -0.71
C -5.23720 0.34179 -7.54744 0.070 0.739 0.351 -0.47
C -6.15718 1.15508 -8.49166 0.159 -1.967 0.757 -0.71
C -7.51532 1.42480 -7.82732 -0.369 0.506 -1.080 -1.19
H -4.12082 2.51447 -0.88970 0.028 -0.001 0.106 0.60
H -2.39824 2.19611 -0.70599 0.027 -0.318 -0.004 -0.07
H -3.49404 1.94707 0.65862 0.007 -0.018 0.054 0.02
H -4.65078 -0.05416 -0.57385 0.363 0.558 -0.044 0.54
H -2.91576 -0.24173 -0.30894 -0.258 -0.114 -0.004 -0.34
H -3.25882 -0.99594 -2.43073 0.037 -0.267 -0.252 -0.63
H -2.28739 0.47968 -2.38168 -0.698 -0.268 -0.732 -1.00
H -4.27473 1.74091 -3.21674 -0.447 0.205 -0.593 0.61
H -5.26105 0.24678 -3.27351 -0.642 0.092 0.277 0.56
H -1.60092 0.90364 -4.39158 0.392 -0.430 0.514 -0.05
H -2.52212 2.11623 -5.21733 -0.277 0.781 0.585 0.84
H -2.15844 1.03112 -7.45914 -0.386 0.381 0.519 0.15
H -1.31495 -0.14917 -6.56835 0.857 -0.166 -0.446 -0.48
H 0.54570 1.30205 -6.27074 0.215 0.009 0.075 -0.16
H -0.44695 2.73756 -6.02676 -0.085 -0.222 -0.410 -0.14
H 0.76083 2.95711 -8.18936 0.232 0.004 -0.182 0.48
H -0.92724 2.72964 -8.60038 0.348 -0.440 0.140 0.38
H 0.25633 1.33526 -8.77781 -0.446 0.881 0.647 0.28
H -2.95666 -1.84734 -4.50153 -0.334 0.271 -0.555 -1.17
H -3.17849 -1.75654 -6.22629 0.148 0.211 -0.191 0.53
H -5.17282 -2.66439 -6.13891 -0.319 -0.537 -0.366 0.57
H -5.86163 -1.60408 -5.01176 -0.106 0.136 0.361 0.54
H -4.77499 -3.05002 -3.12427 0.161 0.385 -0.251 -0.32
H -4.07618 -3.93399 -4.44427 0.273 -0.772 0.075 0.00
H -6.46045 -4.83048 -4.96719 -0.057 0.400 0.373 0.35
H -7.07440 -3.66524 -3.67484 0.168 -0.171 -0.615 0.39
H -6.02401 -4.94228 -3.24246 -0.035 -0.691 0.199 0.50
H -4.71698 2.08680 -6.21928 -0.280 -0.525 -0.235 0.53
H -6.05796 1.03746 -5.71322 0.579 -0.020 0.364 0.68
H -5.77456 -0.58449 -7.38022 0.161 -0.403 0.147 0.18
H -4.27535 0.10540 -8.00693 -0.064 0.043 -0.090 0.38
H -6.21783 0.48112 -9.36819 -0.422 0.620 0.193 0.39
H -5.67020 2.05285 -8.80471 0.180 0.761 -0.200 0.39
H -8.15228 1.89032 -8.58273 -0.205 -0.281 -0.071 0.40
H -7.45142 2.22906 -7.10440 0.184 -0.077 0.566 0.32
H -8.07746 0.56265 -7.41616 0.646 0.301 -0.211 0.31
C 1.82192 2.08510 1.17618 -0.538 0.599 -2.617 -0.80
O 1.46043 1.29234 -0.07757 0.179 -0.043 1.299 1.45
O 2.56220 3.10557 0.77237 -0.641 -0.079 1.060 0.19
C 0.46449 2.48840 1.88988 -0.763 -1.081 -0.946 -0.01
F 0.70343 3.11528 3.03566 0.303 0.538 0.822 -0.16
F -0.29337 3.29869 1.14273 0.064 0.564 -0.385 -0.02
F -0.42168 1.46656 2.23104 1.123 0.607 -0.046 -0.31
C 0.96940 -0.05112 0.21419 -0.138 2.050 0.585 -0.23
C 0.76518 -0.79559 -1.03291 -0.021 -0.612 -1.144 0.61
H 1.70880 -0.94592 -1.59033 -0.433 0.448 0.097 -0.39
H 0.42287 -1.79896 -0.84700 -0.230 -0.522 0.415 -0.48
H -0.02578 -0.36602 -1.65642 0.341 0.239 -0.167 -0.19
H 0.09028 0.13114 0.81833 -0.437 -0.862 -0.269 -0.07
H 1.67552 -0.53559 0.85015 0.753 -0.602 0.573 -0.34
H 2.29021 1.40286 1.86048 0.497 -0.954 0.708 0.02
C -0.81919 -4.70074 3.19086 3.317 -0.913 -0.482 -0.01
O -0.16163 -4.10861 1.93577 -0.633 -0.292 -0.602 0.20
O -1.00048 -3.76900 4.04003 -1.049 -0.285 0.315 -0.76
C -1.91958 -5.70464 2.68994 -0.989 0.796 0.196 0.79
F -1.61478 -6.46427 1.64118 1.773 -0.730 -0.775 -0.25
F -2.20687 -6.53554 3.68014 -0.005 -0.572 0.967 -0.29
F -3.09146 -5.20758 2.27599 -0.896 1.456 0.503 -0.31
C 0.82650 -4.87720 1.31228 0.679 0.775 0.052 0.10
C 2.11410 -4.05971 1.23140 0.691 -0.194 1.185 -0.75
H 2.00147 -3.18718 0.60749 -0.110 0.307 -0.451 -0.22
H 2.38459 -3.67815 2.24467 -0.230 -0.282 -0.510 0.01
H 2.96859 -4.66578 0.88760 -0.299 0.169 -0.104 0.55
H 0.62243 -5.20813 0.29488 -0.673 -0.005 -0.272 -0.58
H 1.01920 -5.78161 1.85685 0.152 -0.624 0.486 0.72
H 0.04583 -5.48758 3.46856 -1.260 0.721 -0.071 -0.16
C -0.02510 -3.50429 -6.51767 -0.800 0.740 -0.513 -0.22
O -0.45125 -2.21147 -5.76520 0.420 0.201 -0.046 -0.13
O -0.43380 -4.60415 -5.98383 0.770 0.388 0.746 -0.61
C -0.84243 -3.21798 -7.78635 -1.703 -1.775 -0.671 0.41
F -0.58080 -4.26416 -8.62783 0.190 1.017 -0.108 -0.29
F -2.19305 -3.27178 -7.60261 -0.378 -0.597 0.880 -0.30
F -0.75451 -2.06703 -8.42225 1.632 0.942 -0.692 -0.25
C 0.13054 -1.89497 -4.53358 0.142 -0.654 0.145 1.45
C 1.54206 -1.35847 -4.62774 1.089 0.054 -0.472 -0.37
H 1.98094 -1.19994 -3.62682 -0.098 -0.303 -0.363 -0.11
H 2.08298 -2.13055 -5.17589 0.497 -0.049 0.291 0.27
H 1.76326 -0.43990 -5.21336 -0.837 -0.277 0.238 -0.04
H 0.17559 -2.81181 -3.89045 -0.121 0.596 -0.222 -0.42
H -0.48211 -1.14458 -4.02518 -0.466 -0.107 0.029 -0.83
H 1.04950 -3.40323 -6.90824 -0.612 0.012 1.044 0.13
```
Forces are in eV/Å.

Values from the calculation:
* orbital gap: 6.528 eV
* net charge: +4
* multiplicity: 1
* energy relative to the best compared isomer or geometry (same formula, charge and spin): 0.0 kJ/mol
* electronic energy: -177467.6152 eV